Entry from the OMol25 dataset: a cluster of 13 separate species, C40H74N6O14 in total at a distorted geometry (the ωB97M-V functional and the def2-TZVPD basis).

Geometry as XYZ:
```
134
Properties=species:S:1:pos:R:3:forces:R:3:lowdin_charge:R:1
O -3.8006 4.8890 1.5152 0.4 0.1 -0.6 0.076
C -3.3624 3.7837 1.2912 0.6 1.0 1.2 -0.506
O -4.0153 2.7142 1.7443 0.9 -1.9 -0.8 -0.031
C -5.2783 2.8592 2.3663 -0.7 0.2 0.3 -0.224
C -5.0982 3.2238 3.8187 0.3 -0.3 1.1 -0.066
C -1.9472 3.5109 0.7044 -2.1 -0.1 0.0 0.044
H -5.8735 1.9333 2.2314 0.7 0.4 -0.1 0.123
H -5.7857 3.6743 1.8566 -0.3 0.0 0.0 0.117
H -6.0460 3.3708 4.3373 -0.2 0.1 -0.3 0.077
H -4.5568 4.1628 3.8632 0.1 0.2 0.1 0.072
H -4.5476 2.4931 4.4660 -0.3 0.3 -0.9 0.086
H -1.1926 3.6455 1.4779 -0.1 0.4 -0.2 0.092
H -1.8584 4.1195 -0.1947 0.4 0.4 0.4 0.081
H -1.9172 2.5026 0.3565 0.2 -0.9 -0.1 0.061
O 2.9520 0.5026 -3.1198 -0.5 -0.6 0.3 0.090
C 3.7511 1.3603 -3.3744 0.3 -0.2 -1.4 -0.608
O 4.5623 1.9321 -2.5288 0.7 0.4 1.3 -0.021
C 4.5705 1.4254 -1.1755 0.6 -0.6 -0.1 -0.225
C 5.0589 2.5578 -0.2981 1.8 -0.8 1.0 -0.063
C 4.0119 1.9381 -4.7212 -1.1 0.4 -1.0 0.035
H 5.2090 0.5207 -1.2090 -0.1 0.6 0.4 0.125
H 3.5865 1.0592 -0.9348 -0.5 0.1 0.2 0.084
H 4.5207 3.4492 -0.5402 -0.7 0.5 0.3 0.047
H 6.1210 2.8329 -0.5771 -1.0 -0.6 0.5 0.096
H 5.0288 2.2850 0.8202 -0.1 0.5 -1.8 0.101
H 3.9515 1.1756 -5.5245 0.6 0.4 0.6 0.102
H 4.8942 2.5797 -4.6669 0.0 -0.4 -0.5 0.094
H 3.1458 2.5808 -4.9549 0.2 0.0 0.2 0.090
O -0.7181 2.1617 -2.6479 -0.9 -1.9 0.9 0.090
C -0.1875 3.0094 -3.2764 0.6 1.9 -0.4 -0.555
O 0.9213 3.6644 -2.8391 0.2 -0.1 0.1 -0.021
C 1.6462 3.1267 -1.6676 -2.5 -1.6 -0.4 -0.186
C 1.5374 3.9968 -0.4389 0.1 -0.2 -1.5 -0.033
C -0.7139 3.6189 -4.5646 0.4 -0.3 0.5 0.024
H 2.6282 3.0622 -2.0315 1.3 -0.1 -0.2 0.074
H 1.2178 2.0788 -1.5013 0.8 1.4 -0.1 0.121
H 1.9583 4.9533 -0.6982 0.2 0.5 0.3 0.083
H 2.1157 3.5138 0.3264 0.1 0.0 0.6 0.073
H 0.5056 4.1263 -0.1917 -0.5 0.0 0.5 0.046
H -1.2598 4.5032 -4.2268 -0.1 0.0 -0.2 0.077
H -1.4403 2.9157 -5.0572 1.1 0.8 0.3 0.107
H 0.1858 3.9665 -5.1111 -0.9 -0.4 -0.3 0.088
O 0.0483 -1.2341 3.6024 0.8 0.5 0.4 0.076
C -1.1120 -0.9160 3.6630 0.5 -0.5 -1.2 -0.574
O -2.0588 -1.8383 3.5568 -1.7 0.4 0.0 -0.038
C -1.6625 -3.1999 3.6164 -0.5 -0.8 0.7 -0.212
C -1.7660 -3.6125 5.1081 -0.6 4.0 -0.5 -0.036
C -1.6319 0.4823 3.8050 0.2 -0.7 -1.6 0.047
H -0.6494 -3.2272 3.2486 0.3 -0.5 -0.1 0.104
H -2.3672 -3.7576 2.9682 0.5 0.3 0.3 0.122
H -1.3400 -4.5129 5.3795 0.7 -2.0 0.4 0.042
H -2.8126 -3.4780 5.4479 0.5 -0.5 -0.2 0.087
H -1.2069 -2.7731 5.6342 -0.4 -1.2 -0.3 0.100
H -0.9319 1.1405 3.2485 -0.6 -0.3 0.5 0.089
H -1.4821 0.5877 4.8552 -0.5 1.0 0.9 0.087
H -2.6725 0.5287 3.4032 0.8 0.3 0.7 0.096
O -5.3633 -3.3807 -1.6292 -0.3 0.4 0.5 0.072
C -5.8206 -2.2551 -1.5893 0.8 -0.7 -0.4 -0.532
O -5.8561 -1.5041 -0.4688 -0.6 -0.2 -0.5 -0.003
C -5.3405 -2.1641 0.7104 -0.1 1.0 -0.6 -0.224
C -5.3299 -1.2444 1.8861 -0.2 0.7 0.9 -0.062
C -6.2285 -1.5507 -2.8612 1.2 0.3 0.1 0.018
H -4.3367 -2.4209 0.4560 0.6 -0.5 0.1 0.069
H -5.9017 -3.0555 0.9137 -0.4 -0.5 0.0 0.125
H -4.8349 -1.8354 2.6576 0.1 0.2 0.3 0.074
H -6.3076 -0.9373 2.2863 0.0 -0.5 -0.3 0.083
H -4.7839 -0.2940 1.7860 0.2 -0.5 -0.4 0.067
H -6.7277 -2.2030 -3.5564 -0.4 -0.5 0.1 0.076
H -5.2502 -1.3497 -3.3898 -1.0 0.4 0.7 0.113
H -6.8229 -0.6705 -2.6451 0.2 0.3 -0.3 0.077
O -3.3495 4.3548 -2.5546 0.0 0.2 0.0 0.100
C -4.1187 3.6820 -1.9376 -1.4 -1.1 1.6 -0.467
O -5.1640 4.1808 -1.1316 1.4 -0.1 -0.9 -0.071
C -5.3263 5.6357 -1.0273 -0.5 -0.5 -0.3 -0.203
C -6.7216 5.9536 -1.6331 2.0 2.4 -2.0 -0.062
C -4.1251 2.1070 -1.8833 -1.4 1.8 0.1 0.037
H -4.4295 6.1096 -1.4435 -0.6 0.0 -0.6 0.117
H -5.2577 5.8969 0.0151 -0.3 -0.3 0.5 0.087
H -7.0006 7.0633 -1.5524 0.6 -1.5 0.2 0.095
H -7.5005 5.3889 -1.2022 -0.7 -0.8 0.5 0.045
H -6.6395 5.7788 -2.7528 -0.4 -0.1 1.3 0.091
H -4.5333 1.7537 -0.9265 0.2 0.3 -0.2 0.072
H -3.1165 1.7492 -2.0222 0.1 -0.2 -0.5 0.051
H -4.8968 1.8217 -2.6383 1.0 -0.1 0.2 0.094
O 2.6289 -3.3820 0.3115 0.0 0.3 -0.2 0.048
C 2.7128 -2.5446 -0.5600 0.6 0.1 -1.6 -0.539
O 1.9824 -1.4386 -0.6272 0.0 0.1 -0.1 -0.008
C 1.1292 -1.2402 0.4979 1.4 -0.4 0.8 -0.232
C 0.7303 0.1770 0.5717 -2.7 0.6 1.4 -0.050
C 3.6552 -2.5666 -1.7786 0.5 -0.2 1.7 0.038
H 1.7300 -1.5458 1.3586 -0.4 0.1 0.2 0.103
H 0.3312 -1.9353 0.3876 -0.9 -0.3 0.2 0.086
H 0.2312 0.3652 1.6094 0.9 -0.4 -1.9 0.094
H -0.0326 0.3906 -0.2036 0.4 0.2 0.4 0.061
H 1.5428 0.8576 0.4909 0.9 0.4 -0.1 0.053
H 3.1668 -3.0151 -2.6470 0.3 -0.3 0.3 0.067
H 4.5742 -3.0521 -1.3748 -0.6 -0.1 -1.0 0.099
H 3.8972 -1.5390 -2.0326 -0.1 0.1 0.0 0.050
C 4.0468 -2.5699 3.0317 -0.1 0.2 0.1 -0.040
C 4.3816 -1.5209 2.0933 -0.2 0.8 0.3 -0.259
N 4.6731 -0.6527 1.4004 0.0 -0.1 -0.2 0.187
H 3.8240 -3.4170 2.4211 -0.2 -0.9 -0.2 0.061
H 3.1912 -2.3542 3.6859 0.2 0.2 -0.4 0.099
H 4.9239 -2.7454 3.6304 0.3 -0.3 0.4 0.056
C -1.6717 -3.4516 -0.5069 -2.4 -0.3 1.9 -0.036
C -2.1251 -2.0406 -0.4274 1.5 -1.5 0.3 -0.231
N -2.2062 -0.9248 -0.1898 -0.6 0.7 -0.2 0.196
H -2.3976 -4.0963 -0.9598 -0.8 0.0 -0.5 0.074
H -1.5427 -3.9245 0.4929 0.0 0.9 -0.3 0.094
H -0.8108 -3.6275 -1.0335 2.3 0.3 -1.4 0.017
C 2.0114 -6.0065 -0.9087 -2.5 -0.6 -0.6 -0.099
C 3.4006 -6.2853 -0.6194 -2.5 0.8 0.0 -0.302
N 4.4472 -6.3340 -0.1993 2.6 -0.5 0.6 0.130
H 1.8856 -5.3442 -1.7724 0.3 -0.1 0.0 0.049
H 1.4548 -5.4682 -0.0881 1.1 -0.8 -0.5 0.086
H 1.4124 -6.9414 -1.1725 1.0 1.0 0.4 0.101
C 0.4846 -0.9746 -4.3409 0.1 -0.9 1.2 -0.046
C 0.5554 -2.3797 -3.8442 -0.4 -1.1 0.0 -0.236
N 0.5841 -3.4580 -3.4054 0.0 1.7 -0.6 0.134
H 0.4592 -0.4324 -3.3839 0.4 0.5 -0.6 0.070
H -0.4403 -0.7399 -4.8654 0.1 -0.4 -0.1 0.082
H 1.3752 -0.7731 -4.9394 -0.2 0.2 0.3 0.077
C 7.6908 -5.6204 2.9749 -1.5 -0.7 0.0 -0.063
C 7.5096 -4.5308 3.9048 0.5 -0.9 -0.2 -0.305
N 7.4137 -3.6642 4.6350 -0.3 1.2 0.8 0.132
H 7.9124 -6.6011 3.4561 -0.5 0.8 -0.3 0.103
H 8.4917 -5.3766 2.3319 1.0 0.2 -0.8 0.062
H 6.7562 -5.6212 2.3637 0.7 -0.6 0.3 0.094
C 8.5018 -0.9626 1.6535 0.7 0.4 -0.2 -0.072
C 9.1395 -0.1350 0.6067 -0.7 -1.3 -0.1 -0.273
N 9.5882 0.3559 -0.3263 0.2 0.5 0.0 0.117
H 7.6935 -1.5955 1.3142 -0.2 0.1 -0.6 0.063
H 8.1075 -0.2795 2.3760 -0.3 0.2 0.7 0.067
H 9.2469 -1.6173 2.1002 0.1 0.2 0.2 0.075
```
Forces are in eV/Å.

Results
Total energy = -2950.40382 a.u.
E_LUMO = 0.46 eV
Orbital gap = 10.746 eV
E_HOMO = -10.3 eV